ORCA calculation (ωB97M-V/def2-TZVPD) on a molecular structure, C48H49CsF6NPSbTe in a non-equilibrium geometry.

The value obtained for the total energy is -3382.35017 Ha. Its energy above the lowest of the compared OMol25 structures with the same formula, charge and spin is 109.5 kJ/mol. The value obtained for the gap between HOMO and LUMO (alpha / beta) is 4.397 / 2.506 eV. Its expectation value of S² is 0.76. Its multiplicity is 2. The net charge is -2. The HOMO energy (alpha / beta) is -1.0 / -1.0 eV.

```
108
Properties=species:S:1:pos:R:3:forces:R:3:lowdin_spin:R:1
Cs -2.375911 -1.727887 0.281216 1.367 0.045 0.995 0.014
C 6.222789 -3.050087 0.957616 0.028 -0.058 0.157 0.000
C 6.111089 -2.429187 -0.276184 0.054 0.069 -0.150 0.000
C 4.892689 -1.928787 -0.691284 0.054 -0.062 0.096 0.000
C 3.763089 -2.052887 0.114216 -0.165 -0.047 0.149 0.000
C 3.883889 -2.670487 1.350816 -0.135 0.094 -0.103 0.000
C 5.109489 -3.160387 1.772316 0.211 -0.118 0.130 0.000
P 2.122889 -1.388887 -0.439184 0.332 -0.138 -0.137 0.000
C 2.232089 -2.191787 -2.096584 -0.267 0.135 0.087 0.000
C 2.832289 -1.687287 -3.244984 -0.023 0.107 -0.020 0.000
C 2.906689 -2.463287 -4.389484 0.078 0.069 -0.147 0.000
C 2.407089 -3.754487 -4.396484 0.046 -0.077 -0.015 0.000
C 1.818689 -4.267787 -3.252884 0.041 -0.116 -0.144 0.000
C 1.717189 -3.485387 -2.118284 0.010 0.058 0.158 0.000
C 2.726489 0.316813 -0.702184 -0.206 0.034 -0.025 0.000
C 2.362289 1.093513 -1.795784 -0.015 -0.066 0.132 0.000
C 2.901589 2.358313 -1.954884 0.084 0.198 -0.119 0.000
C 3.741989 2.888913 -0.990684 0.057 0.097 -0.075 0.000
C 4.023689 2.158613 0.152416 0.090 0.124 0.073 0.000
C 3.523789 0.880513 0.291416 -0.039 -0.016 -0.041 0.000
H 7.177389 -3.442587 1.281716 0.044 -0.023 0.041 0.000
H 6.977189 -2.332687 -0.917684 0.055 0.003 -0.025 0.000
H 4.815189 -1.435987 -1.649484 0.009 0.015 -0.047 0.000
H 3.012389 -2.759687 1.985216 -0.072 -0.037 0.044 0.000
H 5.198089 -3.630587 2.741216 -0.018 -0.067 0.085 0.000
H 3.246689 -0.688387 -3.258184 -0.008 0.008 0.005 0.000
H 3.359689 -2.054787 -5.283784 0.039 0.029 -0.036 0.000
H 2.480489 -4.358787 -5.290484 -0.023 -0.036 -0.067 0.000
H 1.423189 -5.272487 -3.244384 -0.099 -0.071 0.036 0.000
H 1.219989 -3.876587 -1.239184 -0.115 -0.033 0.016 0.000
H 1.655789 0.708113 -2.516184 -0.014 0.005 -0.093 0.000
H 2.666289 2.939713 -2.837884 -0.075 0.002 0.015 0.000
H 4.169389 3.875213 -1.122284 -0.053 0.034 0.001 0.000
H 4.638989 2.586613 0.933616 0.003 0.002 0.024 0.000
H 3.750489 0.308613 1.180516 0.075 -0.018 0.061 0.000
C 0.980389 0.578913 3.638816 -0.090 0.051 -0.047 0.000
C 0.413989 1.699813 2.810316 0.008 -0.049 -0.178 0.000
C 0.275089 2.968613 3.381316 0.030 0.350 0.318 0.000
C -0.273911 4.001613 2.630716 0.095 -0.094 0.129 0.000
C -0.397111 5.386513 3.222816 0.068 -0.148 -0.116 0.000
C -0.683011 3.782013 1.329416 -0.141 0.328 -0.187 0.000
C -0.580611 2.504413 0.701616 -0.204 0.046 -0.366 0.000
C 0.009289 1.490113 1.518516 0.161 -0.301 0.420 0.000
N -0.958511 2.108313 -0.501684 -0.098 -0.660 -0.214 0.000
C -1.432611 2.941613 -1.569684 0.216 0.021 0.150 0.000
C -0.392711 4.011513 -1.966284 -0.146 -0.057 -0.069 0.000
C -0.825311 4.765813 -3.218084 0.302 0.224 -0.121 0.000
C -2.160611 5.457313 -2.954384 0.020 -0.053 -0.038 0.000
C -3.212811 4.404813 -2.605384 -0.331 0.220 0.004 0.000
C -3.371011 3.446913 -3.783284 0.012 0.014 0.000 0.000
C -2.036411 2.748413 -4.030884 -0.049 -0.198 -0.297 0.000
C -0.974611 3.790113 -4.382984 -0.069 -0.024 0.002 0.000
C -1.618311 1.991713 -2.773784 -0.028 0.283 -0.044 0.000
C -2.794511 3.637213 -1.351484 0.129 -0.070 -0.017 0.000
H 1.874389 0.896613 4.177316 0.090 0.000 0.026 0.000
H 1.228689 -0.281287 3.019516 0.044 -0.119 -0.057 0.000
H 0.246589 0.265013 4.382216 -0.028 -0.121 0.125 0.000
H 0.594489 3.145413 4.402016 0.020 0.019 0.100 0.000
H -0.240911 5.362813 4.300816 0.008 0.040 0.067 0.000
H -1.378811 5.817913 3.021716 -0.040 0.017 0.001 0.000
H 0.350889 6.048113 2.779516 0.013 0.089 0.044 0.000
H -1.114611 4.620413 0.796716 -0.037 -0.013 -0.066 0.000
H 0.136489 0.514213 1.060516 -0.001 -0.041 -0.028 0.000
H 0.563589 3.511413 -2.126884 0.000 -0.045 0.013 0.000
H -0.252511 4.714613 -1.145384 0.046 0.028 0.093 0.000
H -0.063811 5.518313 -3.473684 -0.075 -0.023 0.020 0.000
H -2.470911 6.019513 -3.841784 -0.047 0.063 -0.025 0.000
H -2.050911 6.165113 -2.129284 -0.004 0.082 0.062 0.000
H -4.171211 4.906013 -2.417084 0.022 -0.024 -0.008 0.000
H -3.678711 4.001013 -4.677784 -0.034 0.011 -0.035 0.000
H -4.146711 2.710013 -3.565084 -0.033 -0.047 0.016 0.000
H -2.144511 2.042913 -4.866084 0.010 0.040 0.063 0.000
H -1.261711 4.329013 -5.293184 0.002 0.016 -0.052 0.000
H -0.020311 3.291613 -4.579384 0.059 0.002 -0.011 0.000
H -0.682311 1.455713 -2.946884 0.076 -0.021 0.080 0.000
H -2.379411 1.253713 -2.512984 0.005 -0.090 0.078 0.000
H -3.540811 2.878413 -1.113584 -0.060 -0.102 0.069 0.000
H -2.746511 4.322013 -0.506184 0.036 0.048 0.130 0.000
F -4.217711 -1.382787 -1.353384 -1.556 0.222 -0.763 0.000
Sb -6.093511 -1.237387 -0.918084 -0.993 0.177 -0.329 0.000
F -5.691111 -0.356687 0.730616 0.203 -0.339 -0.458 0.000
F -6.017611 -2.927287 -0.032684 0.198 0.491 -0.181 0.000
F -7.956911 -1.094687 -0.512284 0.477 -0.023 -0.040 0.000
F -6.560811 -2.106687 -2.548284 0.258 0.155 0.374 0.000
F -6.140311 0.443413 -1.817884 0.088 -0.430 0.289 0.000
C -1.157211 -7.342787 -1.010584 0.023 -0.439 0.032 0.000
C -1.184411 -6.463687 -2.079284 -0.021 -0.001 -0.407 0.000
C -1.193411 -5.094187 -1.849784 0.012 -0.319 0.070 0.001
C -1.153211 -4.551487 -0.564084 0.015 1.229 0.305 0.009
C -1.113611 -5.466687 0.487316 -0.027 -0.304 -0.440 0.001
C -1.127111 -6.838587 0.278416 0.021 -0.209 0.333 0.000
H -1.157511 -8.416187 -1.179384 -0.014 0.036 0.003 0.000
H -1.204311 -6.850587 -3.096784 -0.019 -0.034 0.006 0.000
H -1.213411 -4.431387 -2.712984 -0.033 -0.003 -0.075 0.000
H -1.061111 -5.113787 1.513016 -0.018 0.008 0.219 0.001
H -1.116411 -7.516287 1.127216 0.035 -0.118 0.027 0.000
Te -1.371611 -3.824587 4.154216 0.067 0.056 -0.122 0.795
C -1.342811 -2.593487 5.839316 -0.016 0.014 0.109 0.072
C -0.148011 -2.247687 6.460816 0.503 -0.259 -0.303 0.036
C -0.126911 -1.501487 7.620116 0.084 0.203 0.332 -0.004
C -1.316811 -1.067887 8.184616 -0.011 -0.016 0.000 0.041
C -2.516311 -1.378187 7.560916 -0.088 0.226 0.413 -0.005
C -2.524611 -2.132487 6.407716 -0.475 -0.156 -0.335 0.036
H 0.782389 -2.578087 6.018316 0.055 -0.017 0.022 0.000
H 0.817889 -1.258587 8.096116 -0.058 -0.014 -0.097 -0.001
H -1.309511 -0.495187 9.103516 -0.004 0.038 -0.029 0.003
H -3.450011 -1.029387 7.987316 0.018 -0.027 -0.052 -0.001
H -3.466211 -2.373287 5.931416 -0.028 0.014 0.000 0.000
```
Forces are in eV/Å.